No. 1
{"formula": "C32H47AsClF6MnN4O6S3", "method": "ωB97M-V/def2-TZVPD", "e_above_lowest_kcal_mol": 18.9, "homo_ev": [-12.885, -12.885], "multiplicity": 5, "mol_weight_da": 959.25, "total_charge": 2, "symbols": ["Mn", "F", "C", "F", "F", "S", "O", "O", "N", "S", "O", "O", "C", "F", "F", "F", "C", "C", "As", "C", "C", "C", "C", "H", "H", "H", "H", "H", "H", "H", "H", "H", "H", "H", "H", "H", "H", "H", "C", "C", "C", "C", "C", "C", "C", "S", "C", "O", "H", "H", "H", "H", "H", "H", "H", "H", "H", "H", "C", "C", "C", "C", "C", "O", "C", "C", "C", "C", "C", "C", "Cl", "C", "C", "C", "N", "C", "N", "C", "N", "H", "H", "H", "H", "H", "H", "H", "H", "H", "H", "H", "H", "H", "H", "H", "H", "H", "H", "H", "H", "H", "H"], "xyz": [[-0.04046, -0.40127, 0.31216], [2.82388, 2.36567, 1.65902], [1.55967, 2.26747, 2.04168], [1.33963, 0.99583, 2.44698], [1.32542, 3.05638, 3.06316], [0.42834, 2.74131, 0.62255], [0.24175, 1.51344, -0.20620], [1.09256, 3.80204, -0.03206], [-0.90108, 3.12283, 1.31552], [-1.93874, 1.96318, 1.65402], [-1.27616, 0.67010, 1.90670], [-3.07187, 1.94162, 0.79001], [-2.51731, 2.50387, 3.31763], [-3.42556, 1.62124, 3.72278], [-3.05878, 3.70045, 3.22434], [-1.49320, 2.51654, 4.15651], [2.34517, -4.29095, 0.24897], [1.46304, -3.89397, 1.42842], [-0.11593, -2.86330, 0.95957], [-1.21369, -2.77116, 2.56589], [-1.96634, -4.07390, 2.83054], [-1.02019, -3.93992, -0.37770], [-0.52443, -3.71546, -1.80213], [3.26553, -4.73448, 0.62255], [2.62499, -3.44127, -0.37400], [1.85232, -5.02931, -0.38189], [2.01233, -3.37130, 2.21056], [1.02503, -4.78302, 1.89456], [-1.89364, -1.92671, 2.44414], [-0.52541, -2.52365, 3.37696], [-2.68503, -4.29048, 2.04008], [-2.51959, -3.98167, 3.76492], [-1.29390, -4.92625, 2.93305], [-2.08653, -3.73552, -0.28103], [-0.84393, -4.96838, -0.05002], [-0.65475, -2.67964, -2.12193], [-1.09217, -4.34377, -2.48794], [0.52711, -3.97034, -1.91809], [-6.52528, -5.34028, -0.41555], [-5.54865, -4.24416, -0.71877], [-4.93880, -4.15907, -1.96894], [-4.05930, -3.12911, -2.26536], [-3.80081, -2.16864, -1.29701], [-4.39475, -2.22472, -0.03923], [-5.25762, -3.26682, 0.24022], [-2.67055, -0.88187, -1.70038], [-3.74373, 0.53647, -1.65421], [-1.79205, -0.75928, -0.42363], [-6.31064, -6.23646, -0.99435], [-7.53583, -5.01638, -0.67253], [-6.52264, -5.59536, 0.64275], [-5.15452, -4.90782, -2.72012], [-3.58561, -3.07356, -3.23792], [-4.18232, -1.46729, 0.70644], [-5.73143, -3.32110, 1.21248], [-4.19462, 0.63162, -0.66966], [-4.49665, 0.34723, -2.42038], [-3.16128, 1.42238, -1.89746], [8.26521, -0.82333, 2.03103], [7.28486, -2.00090, 2.00618], [7.66004, -2.93549, 0.84325], [7.46758, -2.80139, 3.30384], [5.80929, -1.49655, 1.88099], [4.88552, -2.58717, 2.03070], [5.43891, -0.36385, 2.85939], [5.20558, -0.75738, 4.32671], [4.10320, 0.04850, 4.96047], [4.25625, 1.41817, 5.16554], [3.24291, 2.17646, 5.72376], [2.05250, 1.56193, 6.08143], [0.78956, 2.50360, 6.79236], [1.87358, 0.20037, 5.89259], [2.90162, -0.54594, 5.33037], [5.56059, -0.97766, 0.46224], [4.13745, -0.78407, 0.13171], [3.02278, -0.98507, 0.80828], [1.98278, -0.62657, 0.03798], [2.57128, -0.21355, -1.12834], [3.86344, -0.31451, -1.10436], [9.28404, -1.20747, 1.98120], [8.18363, -0.23983, 2.94838], [8.13578, -0.15177, 1.18062], [8.56343, -3.48531, 1.10473], [7.88149, -2.39264, -0.07596], [6.87717, -3.66860, 0.63889], [8.52036, -3.06702, 3.39622], [6.92635, -3.75332, 3.30005], [7.19483, -2.24402, 4.19874], [5.26086, -3.20583, 2.66895], [4.51110, 0.09266, 2.50353], [6.17803, 0.43409, 2.78093], [6.12273, -0.63068, 4.90477], [4.92904, -1.81185, 4.38624], [5.19121, 1.90100, 4.90482], [3.37434, 3.23550, 5.89792], [0.95196, -0.26798, 6.21024], [2.77844, -1.61807, 5.21541], [5.91735, -1.66799, -0.29349], [6.03782, -0.00910, 0.32332], [2.98498, -1.34018, 1.82101], [2.02690, 0.16986, -1.97567]], "lowdin_charge": [0.85, 0.16, -0.65, 0.09, 0.18, 0.66, -0.40, -0.19, -0.25, 0.68, -0.37, -0.24, -0.69, 0.16, 0.19, 0.15, -0.13, -0.36, 1.30, -0.36, -0.13, -0.36, -0.13, 0.08, 0.06, 0.07, 0.06, 0.09, 0.06, 0.08, 0.06, 0.09, 0.08, 0.05, 0.10, 0.04, 0.09, 0.06, -0.03, -0.24, -0.01, -0.07, -0.44, -0.07, -0.01, 1.06, -0.20, -0.65, 0.09, 0.10, 0.09, 0.13, 0.12, 0.12, 0.13, 0.06, 0.09, 0.07, -0.03, -0.51, -0.04, -0.03, -0.43, -0.03, -0.10, -0.13, -0.23, -0.02, -0.09, -0.68, 0.71, -0.10, -0.05, -0.02, -0.05, -0.13, -0.04, -0.16, 0.17, 0.10, 0.09, 0.09, 0.10, 0.09, 0.09, 0.10, 0.09, 0.08, 0.08, 0.10, 0.12, 0.12, 0.11, 0.13, 0.12, 0.11, 0.11, 0.13, 0.15, 0.13, 0.14]}

=====

No. 2
{"formula": "C32H47BBrCl51O5S", "method": "ωB97M-V/def2-TZVPD", "homo_ev": -9.594, "multiplicity": 1, "mol_weight_da": 2442.61, "total_charge": 0, "symbols": ["C", "C", "B", "O", "C", "O", "S", "O", "O", "C", "C", "Br", "C", "C", "C", "C", "C", "C", "C", "C", "C", "O", "C", "H", "H", "H", "H", "H", "H", "H", "H", "H", "H", "H", "H", "H", "H", "H", "H", "H", "H", "H", "H", "H", "H", "H", "H", "H", "H", "H", "H", "H", "H", "C", "Cl", "Cl", "Cl", "H", "C", "Cl", "Cl", "Cl", "H", "C", "Cl", "Cl", "Cl", "H", "C", "Cl", "Cl", "Cl", "H", "C", "Cl", "Cl", "Cl", "H", "C", "Cl", "Cl", "Cl", "H", "C", "Cl", "Cl", "Cl", "H", "C", "Cl", "Cl", "Cl", "H", "C", "Cl", "Cl", "Cl", "H", "C", "Cl", "Cl", "Cl", "H", "C", "Cl", "Cl", "Cl", "H", "C", "Cl", "Cl", "Cl", "H", "C", "Cl", "Cl", "Cl", "H", "C", "Cl", "Cl", "Cl", "H", "C", "Cl", "Cl", "Cl", "H", "C", "Cl", "Cl", "Cl", "H", "C", "Cl", "Cl", "Cl", "H"], "xyz": [[-4.99022, 0.48289, -2.31079], [-4.20849, 1.61103, -3.04400], [-2.80812, 1.12984, -3.64285], [-2.68033, 1.07601, -5.01588], [-1.61505, 0.77232, -2.61240], [-0.54869, 1.76082, -2.71267], [0.46340, 1.73418, -1.44268], [1.80615, 1.84344, -2.00081], [0.20037, 2.80299, -0.50429], [0.29615, 0.07449, -0.72164], [1.33289, -0.24982, 0.36896], [1.11896, 0.95483, 1.93679], [2.79215, -0.37089, -0.16852], [3.85785, 0.52208, 0.49518], [0.23070, -0.92326, -1.89975], [-1.11268, -0.69349, -2.65971], [-0.98008, -1.32001, -4.06501], [0.03817, -0.59652, -4.99412], [-0.40850, -0.61352, -6.46956], [0.35482, 0.39157, -7.37413], [0.61032, 1.76495, -6.72745], [0.45080, 2.84054, -7.63089], [0.56082, 4.03858, -6.86565], [-6.04265, 0.76436, -2.16576], [-4.97602, -0.48548, -2.82818], [-4.57814, 0.33683, -1.29956], [-4.85682, 1.98927, -3.85197], [-4.04576, 2.43779, -2.34064], [-3.58621, 0.99570, -5.34906], [-2.06378, 0.91394, -1.61145], [-0.69125, 0.04178, -0.23138], [1.05290, -1.23028, 0.76982], [2.85252, -0.21787, -1.25215], [3.11245, -1.41325, -0.00682], [3.95068, 0.37098, 1.56680], [3.72557, 1.57249, 0.21743], [4.82904, 0.21153, 0.07394], [1.05726, -0.66674, -2.58053], [0.35236, -1.96305, -1.58755], [-1.87422, -1.28720, -2.12040], [-0.59967, -2.34700, -3.91512], [-1.93896, -1.45234, -4.58690], [0.20167, 0.41305, -4.59847], [1.01823, -1.09833, -4.95910], [-1.48433, -0.46068, -6.60613], [-0.18225, -1.61897, -6.86297], [-0.26133, 0.56764, -8.27109], [1.27835, -0.06680, -7.75867], [-0.14219, 1.89268, -5.92410], [1.59008, 1.74393, -6.22024], [0.49877, 4.92006, -7.50765], [1.51155, 3.99608, -6.30650], [-0.22783, 4.08992, -6.09331], [-4.83968, 1.12106, -7.67940], [-6.12730, 1.77819, -8.67935], [-5.51818, 0.12229, -6.37782], [-3.69799, 0.19233, -8.65024], [-4.30366, 1.94785, -7.23029], [5.04311, -1.63479, 4.72823], [3.77260, -0.83101, 3.80147], [4.34418, -2.70822, 5.94232], [6.13200, -2.52167, 3.65445], [5.61846, -0.87520, 5.24186], [-7.11740, -3.01260, -3.95301], [-7.71736, -2.02048, -2.62564], [-5.50277, -2.47244, -4.43923], [-7.09401, -4.72219, -3.50407], [-7.78533, -2.89302, -4.79656], [-3.44046, -5.43883, -3.44822], [-4.04580, -4.46520, -2.10894], [-1.83215, -4.89339, -3.93696], [-3.41222, -7.14846, -3.01039], [-4.11299, -5.31179, -4.28875], [-3.36506, -5.41614, 1.31245], [-3.51512, -7.12992, 1.70226], [-4.79607, -4.52485, 1.84372], [-1.90321, -4.73586, 2.03201], [-3.28777, -5.32076, 0.23766], [2.65394, 1.32973, 7.08049], [2.02038, 1.01944, 5.46460], [4.27658, 0.65974, 7.26279], [2.67965, 3.06272, 7.42364], [2.00182, 0.84840, 7.79828], [-2.50803, 4.91686, -8.62905], [-4.21567, 4.95756, -9.10234], [-2.04069, 6.46640, -7.90615], [-2.19891, 3.59024, -7.50649], [-1.90812, 4.75419, -9.51526], [7.77379, 2.68458, 7.82918], [6.09106, 3.21018, 7.83104], [7.89081, 0.96911, 7.40853], [8.73416, 3.66635, 6.71988], [8.16389, 2.81146, 8.83033], [0.65172, -4.73822, 5.13602], [1.76622, -6.08500, 5.39589], [1.54767, -3.25141, 4.82589], [-0.45549, -5.09003, 3.80349], [0.06224, -4.60599, 6.03364], [9.85603, 3.43795, 11.62082], [10.12043, 4.72227, 12.80019], [8.13944, 3.28769, 11.23514], [10.79398, 3.73112, 10.15329], [10.18676, 2.50263, 12.05577], [-4.01997, 4.26503, 0.68706], [-5.28593, 5.06799, -0.24406], [-4.71981, 3.14844, 1.86454], [-2.90825, 3.43470, -0.40132], [-3.45581, 5.01719, 1.22411], [-8.45335, -4.16515, 0.81413], [-9.79462, -3.50067, -0.12243], [-9.06030, -5.19379, 2.11438], [-7.34021, -5.06400, -0.22029], [-7.91010, -3.34113, 1.26031], [7.23285, -0.59290, 12.81872], [8.46971, 0.16407, 13.83086], [5.65158, -0.50220, 13.59640], [7.18973, 0.16181, 11.22508], [7.48994, -1.63686, 12.69353], [5.67917, 5.94842, 5.26771], [5.97904, 7.23885, 6.43556], [3.96005, 5.84761, 4.87437], [6.64174, 6.19273, 3.80798], [5.97927, 5.01004, 5.71770], [-4.19109, 7.89980, -3.26683], [-3.61785, 6.57821, -2.25626], [-3.71398, 7.62203, -4.94326], [-5.94682, 8.06889, -3.14700], [-3.73690, 8.81884, -2.91933], [2.52905, -4.36570, 9.58293], [3.64091, -5.72087, 9.78445], [3.41635, -2.85755, 9.35655], [1.42964, -4.66076, 8.22930], [1.93711, -4.27542, 10.48463], [-0.24558, -8.37656, -4.69794], [-1.27198, -9.72657, -5.19094], [0.73589, -8.81655, -3.29828], [0.77728, -7.84649, -6.03593], [-0.88652, -7.55120, -4.41481]], "lowdin_charge": [-0.11, -0.15, -0.41, 0.12, -0.20, -0.20, 0.66, -0.28, -0.33, -0.37, -0.60, 0.73, -0.26, -0.15, -0.11, -0.25, -0.16, -0.18, -0.20, -0.15, -0.26, -0.26, -0.18, 0.07, 0.00, 0.08, 0.09, 0.03, 0.01, 0.11, 0.13, 0.09, 0.09, 0.11, -0.02, 0.08, 0.08, 0.11, 0.14, 0.15, 0.08, 0.11, 0.09, 0.12, 0.07, 0.11, 0.10, 0.11, 0.10, 0.13, 0.07, 0.09, 0.05, -1.54, 0.55, 0.56, 0.57, -0.05, -1.52, 0.51, 0.47, 0.54, -0.02, -1.48, 0.55, 0.52, 0.52, 0.02, -1.52, 0.53, 0.58, 0.57, -0.01, -1.51, 0.55, 0.52, 0.46, -0.06, -1.50, 0.50, 0.51, 0.52, 0.02, -1.46, 0.53, 0.53, 0.68, 0.03, -1.54, 0.52, 0.52, 0.54, -0.09, -1.53, 0.51, 0.50, 0.45, -0.03, -1.52, 0.54, 0.54, 0.54, 0.00, -1.51, 0.50, 0.53, 0.62, 0.02, -1.55, 0.52, 0.53, 0.47, 0.01, -1.54, 0.52, 0.53, 0.50, 0.01, -1.57, 0.52, 0.52, 0.52, -0.06, -1.54, 0.50, 0.51, 0.52, 0.01, -1.52, 0.54, 0.52, 0.55, 0.01, -1.58, 0.52, 0.52, 0.52, -0.07]}